No. 1
Formula: C76H156F18N9O16S6
Source: the OMol25 dataset
Level of theory: ωB97M-V/def2-TZVPD

LUMO   -5.6 eV
Net charge   +3
HOMO-LUMO gap   7.97 eV
Max |F|   3.6 eV/Å

Each line ends with the Mulliken charge.
Element x y z (Å)
C: -11.427946 22.473004 -6.252569  -1.44
C: -11.856064 21.908644 -4.873029  -0.26
C: -13.297700 21.262459 -4.764033  1.43
C: -13.640940 20.330805 -5.967772  -1.17
N: -15.012473 19.763673 -5.754766  0.49
C: -15.193575 19.128625 -4.430192  0.18
C: -16.062888 17.862158 -4.689598  -0.54
C: -16.198644 17.678322 -6.173560  -0.70
C: -15.162624 18.623543 -6.779528  -0.52
C: -16.161872 20.746292 -5.962712  -0.45
H: -10.489249 22.961373 -6.132289  0.51
H: -12.112087 23.215751 -6.685834  0.21
H: -11.271775 21.715656 -7.020740  0.38
H: -11.821310 22.740953 -4.155449  -0.08
H: -11.097752 21.199482 -4.523863  0.46
H: -14.077351 22.022315 -4.745195  -0.52
H: -13.366484 20.740735 -3.789420  -0.23
H: -12.947097 19.494841 -6.062276  0.42
H: -13.617791 20.872802 -6.915486  0.41
H: -15.563282 19.881611 -3.753888  -0.73
H: -14.180736 18.777283 -4.098794  0.67
H: -17.026887 17.935695 -4.176629  0.11
H: -15.508015 17.039730 -4.257245  0.53
H: -17.204804 17.957268 -6.496753  -0.02
H: -15.985102 16.703333 -6.558291  0.49
H: -15.448485 19.045281 -7.755183  0.43
H: -14.136262 18.251347 -6.797881  0.54
H: -17.030248 20.160598 -5.678875  0.15
H: -16.218864 20.917345 -7.047036  -0.27
H: -16.041949 21.624738 -5.369474  0.23
C: -16.474301 25.282194 0.976469  0.27
C: -16.260489 26.277858 -0.139067  -1.02
C: -16.146660 25.522679 -1.477473  2.14
C: -15.842788 26.600055 -2.559292  -0.46
N: -15.830470 26.078007 -4.000968  1.21
C: -15.709125 27.136496 -5.074560  0.78
C: -16.308997 26.467438 -6.265703  -1.31
C: -17.504392 25.652289 -5.716978  1.43
C: -17.239440 25.409921 -4.237632  1.03
C: -14.740976 25.056954 -4.149636  -0.43
H: -16.540023 25.760049 1.935311  0.80
H: -15.668441 24.570753 1.019655  -0.27
H: -17.386874 24.654488 0.886582  -1.12
H: -15.385976 26.932525 0.008384  0.96
H: -17.167599 26.915549 -0.252501  0.14
H: -17.062161 24.953730 -1.688477  -0.05
H: -15.336076 24.767508 -1.503224  -0.59
H: -14.912731 27.130856 -2.342517  -0.12
H: -16.628197 27.355147 -2.408307  -0.40
H: -14.653994 27.330203 -5.174086  -0.98
H: -16.225956 28.027564 -4.737219  0.04
H: -15.583927 25.798263 -6.711805  0.07
H: -16.594636 27.156953 -7.052336  1.09
H: -17.594295 24.700942 -6.254741  -0.34
H: -18.465336 26.206788 -5.789648  -1.02
H: -17.190747 24.384208 -3.875553  -0.06
H: -17.938481 25.950508 -3.603515  -0.38
H: -14.807395 24.763752 -5.192863  0.68
H: -14.908225 24.220786 -3.453946  -0.37
H: -13.774320 25.510710 -3.916635  -0.36
C: -13.305201 33.095910 -5.233301  -1.12
C: -13.970893 33.497020 -3.998917  -0.67
C: -14.444682 32.314199 -3.184181  1.00
C: -15.210410 32.846418 -1.976249  -1.41
N: -15.970645 31.808470 -1.096690  0.89
C: -17.106798 31.054068 -1.895523  0.27
C: -18.312092 31.046398 -0.955536  0.18
C: -18.196076 32.376177 -0.215813  -0.87
C: -16.728090 32.545258 0.026235  -0.54
C: -14.990853 30.879987 -0.451673  -1.13
H: -13.054734 33.865246 -5.953828  0.43
H: -13.850585 32.269112 -5.721021  0.18
H: -12.315968 32.664793 -5.021216  0.23
H: -14.816298 34.144733 -4.204569  0.41
H: -13.280837 34.089792 -3.366901  0.33
H: -13.579699 31.687019 -2.927827  -0.04
H: -15.097771 31.634903 -3.766242  -0.13
H: -15.950198 33.543981 -2.405025  0.33
H: -14.540050 33.330216 -1.236971  0.49
H: -16.768557 30.048825 -2.148702  -0.42
H: -17.259029 31.588517 -2.830459  0.11
H: -18.297178 30.196913 -0.265179  -0.50
H: -19.235297 30.920373 -1.540318  0.64
H: -18.781104 32.300577 0.695669  0.51
H: -18.531733 33.216368 -0.819052  0.39
H: -16.396615 32.057526 0.936927  0.35
H: -16.469726 33.608147 0.018306  0.25
H: -14.430577 31.457093 0.272301  0.32
H: -14.304637 30.385891 -1.125902  0.28
H: -15.589931 30.167807 0.119114  0.43
C: -19.951013 18.648458 -8.531954  -1.52
C: -19.274394 20.097551 -8.602167  -0.66
C: -19.458439 20.996864 -7.309399  2.12
C: -20.894130 21.464127 -7.284092  -1.24
N: -21.247788 22.318561 -6.074861  0.47
C: -22.614806 23.009067 -6.378999  -0.49
C: -22.656425 24.260146 -5.577762  -0.93
C: -21.185124 24.592467 -5.224345  0.73
C: -20.292429 23.507483 -5.921217  -0.13
C: -21.381127 21.553551 -4.806026  -0.72
H: -19.851102 18.230083 -7.524200  0.29
H: -19.421500 17.990874 -9.226148  0.47
H: -21.022988 18.606060 -8.819045  0.34
H: -19.710200 20.642120 -9.453848  0.33
H: -18.225456 19.967089 -8.828420  0.41
H: -18.843198 21.907737 -7.475963  -0.57
H: -19.158698 20.470551 -6.388586  -0.51
H: -21.709607 20.725534 -7.257520  0.58
H: -20.999675 22.097502 -8.182755  0.03
H: -23.411473 22.341609 -6.105202  0.52
H: -22.629490 23.193844 -7.460130  0.40
H: -23.193922 24.101794 -4.652032  0.45
H: -23.236070 25.026424 -6.082160  0.33
H: -20.970422 24.444193 -4.161842  -1.15
H: -20.896142 25.637091 -5.400118  0.52
H: -19.432799 23.211341 -5.323750  0.40
H: -20.029326 23.847694 -6.912607  -0.13
H: -22.122025 20.772194 -5.002200  0.30
H: -21.764980 22.237316 -4.060363  0.56
H: -20.470819 21.078137 -4.462334  -0.14
C: -14.622230 24.273015 3.946988  -0.96
C: -13.405737 23.323343 3.800712  -1.01
C: -13.184895 23.011220 2.276782  1.80
C: -12.069458 22.076453 2.085597  -1.53
N: -12.018916 21.225713 0.696193  0.58
C: -11.960843 22.182754 -0.563307  -1.11
C: -13.414393 22.497464 -0.870432  1.29
C: -14.061635 21.201523 -0.463415  1.89
C: -13.221980 20.413681 0.543598  -1.14
C: -10.818333 20.341452 0.790856  -1.05
H: -14.470113 25.223517 3.453514  0.31
H: -14.820016 24.522474 4.982819  0.53
H: -15.551109 23.852641 3.510371  -0.04
H: -13.523739 22.461696 4.438657  0.47
H: -12.543518 23.845824 4.195160  0.50
H: -13.059135 23.981067 1.799621  -0.13
H: -14.079216 22.477787 1.956201  -0.61
H: -12.035874 21.351033 2.891769  0.43
H: -11.078303 22.537542 2.128789  0.39
H: -11.433954 21.569868 -1.334432  0.18
H: -11.259556 22.950126 -0.287422  0.51
H: -13.532859 22.707450 -1.914603  0.20
H: -13.757426 23.344751 -0.319594  -0.99
H: -14.278958 20.629394 -1.353609  -0.47
H: -15.004535 21.327938 0.046559  -1.04
H: -12.929441 19.432854 0.208005  0.24
H: -13.654994 20.196677 1.528200  0.37
H: -9.884268 20.812803 1.034751  0.31
H: -10.663289 19.865764 -0.172919  0.40
H: -11.024599 19.516538 1.488968  0.43
C: -22.730849 26.051732 -14.477565  -1.21
C: -21.197729 25.978788 -14.678699  -0.53
C: -20.284760 25.507933 -13.469736  -0.60
C: -20.738654 26.061250 -12.119914  -0.91
N: -19.941146 25.754308 -10.912179  0.81
C: -20.577795 26.529068 -9.769810  -1.16
C: -19.458226 26.726209 -8.792182  0.48
C: -18.136555 26.691238 -9.657802  0.05
C: -18.550461 26.317513 -11.075415  -1.16
C: -19.906802 24.296136 -10.511932  -1.40
H: -23.229130 25.154306 -14.066580  0.31
H: -23.188779 26.149575 -15.458505  0.38
H: -23.030615 26.877770 -13.847971  0.32
H: -20.872465 27.011107 -14.892565  0.32
H: -20.894489 25.330117 -15.502318  0.40
H: -19.267227 25.899751 -13.630110  0.33
H: -20.155186 24.413272 -13.458945  0.40
H: -21.782264 25.781832 -11.873591  0.44
H: -20.674041 27.128241 -12.211466  0.35
H: -21.434585 25.945287 -9.477707  0.66
H: -20.839247 27.486051 -10.205316  0.36
H: -19.517054 25.893783 -8.092348  -0.97
H: -19.494047 27.649750 -8.246190  0.73
H: -17.507749 25.918347 -9.268149  -0.45
H: -17.592691 27.641819 -9.642689  0.74
H: -17.914683 25.582404 -11.557972  0.58
H: -18.646663 27.174323 -11.738702  0.52
H: -20.977579 24.091760 -10.359135  0.43
H: -19.333474 24.073149 -9.634561  0.35
H: -19.518024 23.711805 -11.334567  0.42
C: -19.588147 16.267931 0.052239  -1.18
C: -18.929627 16.957449 1.293865  -0.29
C: -19.322854 18.379615 1.267601  -0.14
N: -18.628634 19.199730 2.307157  0.50
C: -18.908518 18.598830 3.780319  -0.93
C: -19.132761 20.635584 2.221687  -1.15
C: -17.960526 21.506323 2.701709  1.15
C: -16.768121 20.557280 2.922191  -0.11
C: -17.105021 19.276653 2.172024  -0.68
H: -19.100006 16.702494 -0.831146  0.18
H: -20.651517 16.532575 0.111697  0.35
H: -19.436310 15.190533 0.130455  0.43
H: -17.855054 16.811316 1.319255  0.31
H: -19.303216 16.505668 2.225880  0.44
H: -20.370472 18.430858 1.594463  0.57
H: -19.241868 18.910945 0.322439  -0.56
H: -18.173095 17.775265 3.904451  0.36
H: -19.929963 18.260786 3.871750  0.36
H: -18.718239 19.352999 4.541151  0.41
H: -20.082995 20.762498 2.729723  0.55
H: -19.310075 20.751622 1.159291  0.17
H: -18.180331 22.191654 3.525702  0.59
H: -17.737492 22.166538 1.855422  -1.12
H: -16.680311 20.316503 3.970366  0.43
H: -15.801982 21.005200 2.684720  -0.41
H: -16.732545 18.310553 2.480245  0.73
H: -16.833901 19.349197 1.117536  -0.03
C: -20.502773 24.027703 3.667038  -1.72
C: -20.229336 24.278217 2.173697  1.75
C: -21.225408 25.268147 1.628377  -1.48
N: -21.095770 25.507327 0.124424  0.77
C: -21.182086 24.172548 -0.569541  -1.13
C: -19.807016 26.173278 -0.288540  1.21
C: -20.167854 26.720919 -1.656094  0.34
C: -21.626839 27.189241 -1.529319  -1.06
C: -22.212773 26.409685 -0.388582  -0.77
H: -20.450784 24.943331 4.230206  0.39
H: -19.831961 23.299423 4.114797  0.29
H: -21.528159 23.669699 3.765186  0.49
H: -20.327123 23.324863 1.612108  0.00
H: -19.235451 24.663104 2.011226  -0.37
H: -21.161048 26.217989 2.101460  0.17
H: -22.241069 24.921279 1.866659  0.64
H: -20.248780 23.630645 -0.427655  0.12
H: -21.427989 24.217474 -1.630139  0.45
H: -21.900312 23.583118 -0.039080  0.45
H: -18.983987 25.465153 -0.325384  0.06
H: -19.582596 26.975438 0.416061  -1.12
H: -20.058159 25.845795 -2.315969  -0.94
H: -19.490407 27.482079 -2.031041  0.53
H: -22.148137 26.897277 -2.434012  0.33
H: -21.800265 28.251438 -1.432113  0.48
H: -23.110728 25.811424 -0.568044  0.67
H: -22.474036 27.084040 0.411012  0.42
C: -15.615924 23.529964 -8.797452  0.19
F: -15.207128 24.784134 -8.950133  -0.22
F: -14.601616 22.864495 -8.159744  -0.10
F: -16.568718 23.549945 -7.794576  0.05
S: -16.301534 22.639530 -10.332755  0.90
O: -17.343146 23.609606 -10.765982  -0.46
O: -15.082903 22.557668 -11.088640  -0.66
O: -16.874802 21.462405 -9.692663  -0.59
C: -18.447569 20.330912 -2.154049  0.01
F: -17.624044 19.489763 -1.560921  -0.21
F: -18.562837 19.911446 -3.444953  -0.19
F: -19.670250 20.165591 -1.638957  -0.30
S: -17.808646 22.102532 -2.070987  1.06
O: -16.476952 21.905307 -2.596697  -0.25
O: -18.724645 22.795973 -2.963558  -0.67
O: -17.940705 22.294822 -0.639133  -0.03
C: -17.970027 30.084239 -5.975397  0.54
F: -17.056108 30.897463 -5.301188  -0.22
F: -18.779366 30.821849 -6.789463  -0.26
F: -17.194816 29.291835 -6.721928  -0.21
S: -19.028984 29.077258 -4.700258  0.95
O: -19.671093 28.141881 -5.673527  -0.64
O: -17.988059 28.451186 -3.865680  -1.01
O: -19.788089 30.099989 -4.013614  -0.68
C: -18.922133 28.185796 2.857394  0.51
F: -19.103538 26.915630 3.359413  -0.22
F: -18.208912 28.842018 3.762310  -0.25
F: -18.125062 27.994769 1.787771  -0.10
S: -20.518428 29.034517 2.410778  0.86
O: -19.996134 30.214726 1.650954  -0.51
O: -21.138647 28.032828 1.556807  -0.59
O: -21.110302 29.309847 3.718623  -0.68
C: -11.930010 25.867184 -1.133550  0.35
F: -11.041817 25.408499 -0.208178  -0.25
F: -11.873344 25.040569 -2.230080  -0.13
F: -13.184643 25.778231 -0.631644  0.12
S: -11.546748 27.609078 -1.648250  0.92
O: -12.304886 28.423770 -0.706074  -0.61
O: -10.082648 27.702698 -1.661364  -0.69
N: -12.321708 27.489900 -3.097993  -0.05
S: -12.492267 28.862796 -3.921292  0.50
O: -13.875126 29.054046 -4.098074  -0.32
O: -11.796512 30.017175 -3.501331  -0.65
C: -11.795902 28.316718 -5.568983  0.44
F: -12.685026 27.394848 -6.207646  -0.19
F: -11.762429 29.360550 -6.500585  -0.24
F: -10.611689 27.777505 -5.490870  -0.19

Atoms 1-2, force components in eV/Å:
-0.9 -0.4 0.1
-0.8 0.2 -0.3



No. 2
Formula: C3H5N3O
Source: the OMol25 dataset
Level of theory: ωB97M-V/def2-TZVPD

LUMO   0.9 eV
Net charge   0
HOMO-LUMO gap   9.38 eV
Structure (SMILES)   Nc1ccn(O)n1
Relative energy (zero: lowest compared OMol25 entry of this formula, charge and spin)   70.3 kcal per mole
Max |F|   1.8 eV/Å

Each line ends with the Mulliken charge.
Element x y z (Å)
N: 2.408561 -0.537058 -0.061226  -0.58
C: 1.088903 -0.030710 0.006147  0.52
C: 0.613670 1.291352 -0.000447  -0.75
C: -0.765098 1.184373 -0.022281  -0.41
N: -1.033557 -0.101548 -0.068399  0.76
O: -2.274574 -0.598703 0.167045  -0.46
N: 0.059750 -0.909902 -0.095387  -0.79
H: 2.321112 -1.556861 0.113028  0.31
H: 2.991060 -0.222833 0.756058  0.28
H: 1.262664 2.163355 -0.100056  0.35
H: -1.586575 1.893134 0.021763  0.42
H: -2.459801 -1.317698 -0.452581  0.36

Atoms 1-2, force components in eV/Å:
0.4 -0.6 1.6
-1.1 -1.0 -0.8